Entry 1:
This record from the OMol25 dataset describes a cluster of 2 separate species, C15H14Cl2FNO2 in total in a non-equilibrium geometry. The level of theory is ωB97M-V with the def2-TZVPD basis set.

Positions of all 35 atoms, in Å:
C (-2.3814, 0.7166, -3.7787)
C (-2.0931, -0.1600, -2.5896)
O (-1.9488, 0.7485, -1.4455)
C (-1.8612, 0.1227, -0.2562)
O (-2.2705, -0.9968, -0.0355)
C (-1.1102, 0.9577, 0.7966)
F (0.2545, 0.7241, 0.7256)
C (-1.3648, 0.6374, 2.2319)
C (-1.2267, -0.6918, 2.6489)
C (-1.0939, -0.9388, 4.0120)
C (-1.0743, 0.1401, 4.9088)
C (-1.1422, 1.4583, 4.4520)
C (-1.2434, 1.7220, 3.1018)
H (-2.3036, 0.1445, -4.7050)
H (-3.3999, 1.1105, -3.7060)
H (-1.6793, 1.5553, -3.8180)
H (-2.8940, -0.8875, -2.4049)
H (-1.1383, -0.6908, -2.6852)
H (-1.2643, 2.0134, 0.5339)
H (-1.1311, -1.4497, 1.8784)
H (-1.0321, -1.9784, 4.3147)
H (-1.0363, -0.0903, 5.9686)
H (-1.1352, 2.2875, 5.1584)
H (-1.1399, 2.7117, 2.6668)
Cl (0.7328, -2.5336, -1.2586)
C (2.1393, -1.5762, -1.5236)
C (3.3542, -2.1077, -2.0002)
C (4.4672, -1.2589, -2.1017)
C (4.3191, 0.0569, -1.6281)
C (3.0463, 0.4706, -1.1730)
Cl (2.8060, 2.0245, -0.4972)
N (1.9682, -0.2849, -1.2843)
H (3.3474, -3.1497, -2.3230)
H (5.4176, -1.6036, -2.5418)
H (5.1118, 0.7961, -1.6426)

The calculation puts the HOMO-LUMO gap at 9.64 eV. The SMILES is CCOC(=O)[C@H](F)c1ccccc1.Clc1cccc(Cl)n1. The calculation puts the energy above the lowest of the compared OMol25 structures with the same formula, charge and spin at 0.0 kJ/mol. As for the charge: 0. The largest force on an atom is 1.7 eV Å⁻¹.

***

Entry 2:
This record from the OMol25 dataset describes a cluster of 9 separate species, ClH16O12 in total in a non-equilibrium geometry. The level of theory is ωB97M-V with the def2-TZVPD basis set.

Positions of all 29 atoms, in Å:
Cl (-0.6697, 0.1981, 0.9991)
O (-0.6246, -0.3980, 2.3690)
O (-1.3183, 1.5842, 1.0123)
O (0.7343, 0.2661, 0.5296)
O (-1.4581, -0.6426, 0.0718)
O (2.0112, -1.6503, 2.7779)
H (1.7582, -2.0204, 3.6020)
H (1.1867, -1.4097, 2.4020)
O (1.4235, 0.1906, -2.2207)
H (1.1807, 0.3244, -1.3502)
H (0.8599, -0.4505, -2.5825)
O (-1.2549, 1.2256, -2.3356)
H (-2.1257, 1.3961, -2.6610)
H (-1.5368, 0.7258, -1.5983)
O (-0.2608, 3.5784, -0.9592)
H (-0.5051, 2.6991, -1.2431)
H (-0.4812, 3.4223, -0.0162)
O (3.2646, -0.5440, 0.1999)
H (3.8579, 0.2217, 0.2608)
H (2.4703, -0.0571, 0.1899)
O (2.0680, 2.5635, -0.7207)
H (1.2332, 2.9741, -1.0076)
H (2.5533, 2.2941, -1.5093)
O (-3.3093, -2.3527, -0.8142)
H (-3.6070, -3.0217, -0.2213)
H (-2.7291, -1.7351, -0.3108)
O (-1.2538, -3.2545, 1.4861)
H (-1.3995, -2.3576, 1.9108)
H (-2.0681, -3.7701, 1.7395)

The calculation puts the HOMO-LUMO gap at 10.02 eV. The calculation puts the energy above the lowest of the compared OMol25 structures with the same formula, charge and spin at 157.3 kJ/mol. As for the charge: -1. The largest force on an atom is 3.6 eV Å⁻¹.

***

Entry 3:
This record from the OMol25 dataset describes a cluster of 18 separate species, C102H147F24N18O24PS8 in total in a non-equilibrium geometry. The level of theory is ωB97M-V with the def2-TZVPD basis set.

Positions of all 324 atoms, in Å:
C (17.9793, 16.2934, 22.9579)
C (17.2376, 16.4215, 21.6347)
N (16.8203, 15.0472, 21.2252)
C (16.1168, 14.1404, 21.8550)
C (15.9161, 13.0770, 21.0332)
N (16.5851, 13.3371, 19.8640)
C (17.1636, 14.5397, 20.0089)
C (16.5897, 12.4946, 18.5968)
H (18.6879, 15.5016, 23.0152)
H (17.1677, 16.2896, 23.6998)
H (18.5596, 17.1995, 23.1398)
H (17.8285, 16.7775, 20.8300)
H (16.3316, 17.0062, 21.7268)
H (15.6997, 14.2232, 22.8271)
H (15.4870, 12.1037, 21.1951)
H (17.8389, 14.9827, 19.2618)
H (17.4787, 12.7734, 18.0220)
H (15.6532, 12.6174, 18.0358)
H (16.5045, 11.4164, 18.7799)
C (22.3365, 21.8841, 33.2892)
C (22.3984, 20.3404, 33.0460)
N (23.4448, 20.0038, 31.9723)
C (24.7506, 20.2643, 31.9895)
C (25.3088, 19.5002, 30.9748)
N (24.2570, 18.8747, 30.3584)
C (23.1163, 19.1783, 30.9410)
C (24.3405, 18.0339, 29.0411)
H (21.8800, 22.0690, 34.2729)
H (21.8132, 22.4769, 32.5216)
H (23.3399, 22.2614, 33.5224)
H (21.4280, 19.9013, 32.7669)
H (22.7518, 19.8394, 33.9194)
H (25.2251, 20.8815, 32.7449)
H (26.3624, 19.4637, 30.7027)
H (22.1676, 18.7408, 30.6811)
H (23.3292, 17.8154, 28.7676)
H (25.0326, 17.1901, 29.2244)
H (24.7844, 18.6814, 28.3351)
C (23.8254, 22.0844, 27.9481)
C (24.1445, 21.3809, 26.6608)
N (25.3769, 21.7782, 26.0279)
C (25.5795, 22.9320, 25.3572)
C (26.8641, 22.9695, 24.8982)
N (27.4224, 21.7448, 25.3028)
C (26.5209, 21.0800, 25.9962)
C (28.8336, 21.4084, 25.0889)
H (23.1133, 21.4541, 28.5252)
H (23.4304, 23.1021, 27.8284)
H (24.7190, 22.1971, 28.5957)
H (23.4074, 21.5371, 25.8926)
H (24.1912, 20.3540, 26.8831)
H (24.7654, 23.6164, 25.2657)
H (27.4091, 23.6286, 24.2206)
H (26.7379, 20.1293, 26.4793)
H (29.1237, 22.1617, 24.3007)
H (28.8961, 20.3523, 24.8073)
H (29.3574, 21.5877, 26.0319)
C (21.4692, 29.9722, 15.9505)
C (20.8974, 30.0778, 17.3109)
N (21.5344, 31.2670, 18.0486)
C (21.8477, 31.2007, 19.4069)
C (22.3575, 32.4363, 19.7357)
N (22.2669, 33.2390, 18.6122)
C (21.7961, 32.4942, 17.5930)
C (22.9401, 34.5350, 18.4507)
H (21.1462, 30.7997, 15.3529)
H (21.0469, 29.1197, 15.4024)
H (22.5448, 29.8897, 16.0496)
H (21.1152, 29.1982, 17.8855)
H (19.8027, 30.2629, 17.2999)
H (21.6466, 30.2915, 19.9857)
H (22.7336, 32.8005, 20.6757)
H (21.7440, 32.7993, 16.5751)
H (22.5942, 35.1091, 19.3232)
H (22.6473, 34.9512, 17.5039)
H (24.0094, 34.4692, 18.6661)
C (31.0137, 15.3386, 20.1303)
C (29.7738, 15.0127, 20.8533)
N (28.5322, 15.2497, 19.9373)
C (27.6430, 14.3414, 19.5368)
C (26.6248, 15.0161, 18.9221)
N (26.9431, 16.3664, 19.0179)
C (28.1645, 16.4679, 19.5116)
C (26.3172, 17.4109, 18.2863)
H (31.8700, 15.0642, 20.7784)
H (31.0483, 16.4101, 19.8903)
H (31.2150, 14.7619, 19.2549)
H (29.5704, 15.7167, 21.6530)
H (29.6847, 13.9817, 21.1677)
H (27.8751, 13.2984, 19.5008)
H (25.6599, 14.6941, 18.4967)
H (28.6741, 17.3743, 19.7477)
H (26.7640, 17.4907, 17.2548)
H (26.4782, 18.3201, 18.8964)
H (25.2532, 17.2653, 18.0973)
C (30.0887, 19.0261, 17.9454)
C (30.4754, 19.9261, 16.8224)
C (31.1335, 21.1892, 17.2105)
C (30.2102, 22.1808, 17.9546)
P (28.7034, 22.9209, 17.2012)
C (28.2958, 24.3575, 18.2367)
C (28.4337, 24.0260, 19.7306)
C (27.4577, 24.7940, 20.5191)
C (27.2010, 24.1547, 21.9121)
C (28.9168, 23.4531, 15.3964)
C (29.0921, 22.3216, 14.3929)
C (29.5731, 22.9592, 13.0378)
C (29.6165, 21.9559, 11.9069)
C (27.4452, 21.6745, 17.1861)
C (26.0263, 22.1931, 17.6089)
C (24.8743, 21.1786, 17.5087)
C (24.5151, 20.7475, 16.1089)
H (29.0020, 19.1537, 18.1330)
H (30.5787, 19.3127, 18.9047)
H (30.2818, 17.9850, 17.7112)
H (29.6696, 20.1744, 16.1620)
H (31.2273, 19.4399, 16.1934)
H (31.6171, 21.5820, 16.3108)
H (31.9594, 20.9040, 17.8697)
H (30.8159, 23.0548, 18.3509)
H (29.8881, 21.7261, 18.8800)
H (27.3548, 24.8198, 17.8903)
H (29.0095, 25.1475, 17.9651)
H (29.4526, 24.2082, 20.0523)
H (28.2582, 22.9887, 19.9530)
H (26.5116, 24.7266, 20.0190)
H (27.6710, 25.8671, 20.6450)
H (26.9061, 23.0960, 21.8401)
H (26.4257, 24.7417, 22.4755)
H (28.1154, 24.3598, 22.5332)
H (29.6343, 24.2351, 15.4607)
H (27.9910, 23.9253, 15.1806)
H (28.1776, 21.7790, 14.1547)
H (29.8918, 21.7029, 14.6992)
H (30.6365, 23.2288, 13.1256)
H (28.9516, 23.8061, 12.7337)
H (28.7852, 21.2872, 11.8163)
H (30.5227, 21.2982, 12.0232)
H (29.7551, 22.3790, 10.9345)
H (27.6131, 20.8557, 17.8955)
H (27.3917, 21.2932, 16.1292)
H (25.7000, 23.1475, 17.1436)
H (26.1886, 22.5237, 18.6497)
H (23.9991, 21.6965, 17.9798)
H (25.0359, 20.2304, 18.0784)
H (24.0514, 21.4741, 15.4541)
H (23.7910, 19.9349, 16.1763)
H (25.4313, 20.3006, 15.6434)
C (11.0438, 20.5506, 22.3643)
N (12.3943, 20.4305, 21.7691)
C (13.4865, 20.5995, 22.5612)
C (14.7478, 20.5836, 22.0381)
C (14.9658, 20.3605, 20.6681)
C (13.8122, 20.1994, 19.8628)
C (12.5349, 20.1981, 20.4726)
C (16.3771, 20.3444, 20.2394)
C (16.7863, 20.9266, 19.0222)
C (18.1415, 20.8499, 18.7211)
N (19.0429, 20.3284, 19.5579)
C (18.6312, 19.9314, 20.8035)
C (17.2966, 19.8193, 21.1293)
C (20.4211, 20.1796, 19.1808)
H (10.6428, 21.5370, 22.1085)
H (11.1351, 20.5296, 23.4622)
H (10.3087, 19.7813, 22.0229)
H (13.3079, 20.7820, 23.6086)
H (15.5622, 20.8341, 22.7211)
H (13.9064, 20.1001, 18.7813)
H (11.6234, 20.0962, 19.9200)
H (16.0920, 21.4218, 18.3583)
H (18.5927, 21.1920, 17.7702)
H (19.4313, 19.6738, 21.4960)
H (17.0811, 19.4384, 22.1053)
H (20.5772, 20.5665, 18.1982)
H (20.8934, 19.1920, 19.3309)
H (21.0955, 20.8207, 19.8300)
C (22.6156, 17.4697, 24.0310)
N (22.7603, 18.8820, 23.5407)
C (21.9102, 19.7692, 23.9570)
C (21.9526, 21.0716, 23.3815)
C (22.9334, 21.3986, 22.4235)
C (23.8899, 20.4257, 22.1760)
C (23.7896, 19.2052, 22.7221)
C (22.9691, 22.6985, 21.7288)
C (22.4410, 23.8496, 22.2846)
C (22.7299, 25.0750, 21.7701)
N (23.3886, 25.2011, 20.6480)
C (23.9190, 24.1230, 19.9828)
C (23.7345, 22.8822, 20.5838)
C (23.7006, 26.5432, 20.1073)
H (23.0530, 17.3879, 25.0413)
H (23.2046, 16.8380, 23.3933)
H (21.5441, 17.2484, 23.9304)
H (21.1528, 19.5453, 24.6878)
H (21.1736, 21.7873, 23.6240)
H (24.7646, 20.6185, 21.5736)
H (24.4418, 18.3381, 22.4734)
H (21.8877, 23.9336, 23.1966)
H (22.3926, 25.9434, 22.3270)
H (24.4773, 24.3026, 19.0761)
H (24.3136, 22.0535, 20.1657)
H (23.3128, 27.2579, 20.7780)
H (23.2287, 26.6626, 19.1337)
H (24.8005, 26.6655, 20.0477)
C (14.7234, 29.3899, 21.1863)
N (15.3369, 28.5971, 22.2978)
C (16.1938, 29.2477, 23.1584)
C (16.7749, 28.6325, 24.2362)
C (16.5271, 27.2501, 24.4452)
C (15.6116, 26.6435, 23.5881)
C (14.9511, 27.4026, 22.6111)
C (17.3196, 26.5320, 25.5470)
C (17.0689, 26.8164, 26.9132)
C (17.9266, 26.3247, 27.8665)
N (18.9769, 25.5164, 27.4992)
C (19.1925, 25.2060, 26.2139)
C (18.3833, 25.7389, 25.1746)
C (19.9224, 25.0028, 28.5234)
H (15.4844, 29.6658, 20.4965)
H (14.1946, 30.3142, 21.4812)
H (14.0107, 28.7280, 20.6504)
H (16.4168, 30.2683, 22.8144)
H (17.4478, 29.2731, 24.8221)
H (15.4557, 25.5894, 23.6559)
H (14.1909, 26.9455, 21.9543)
H (16.2304, 27.4730, 27.1451)
H (17.8785, 26.6014, 28.9065)
H (20.0371, 24.5683, 26.0082)
H (18.7038, 25.4728, 24.1851)
H (20.8929, 25.3771, 28.1403)
H (19.9851, 23.8850, 28.4786)
H (19.7313, 25.3429, 29.5224)
C (23.1362, 12.8530, 21.4829)
N (22.7587, 12.8072, 22.9028)
C (23.2506, 13.6619, 23.7655)
C (22.8404, 13.7346, 25.0975)
C (21.9648, 12.7717, 25.5661)
C (21.3952, 11.9070, 24.6185)
C (21.8238, 11.9295, 23.3083)
C (21.6249, 12.6398, 26.9795)
C (22.5844, 12.7264, 27.9752)
C (22.2292, 12.6380, 29.3463)
N (20.9291, 12.4543, 29.6942)
C (19.9759, 12.4335, 28.7248)
C (20.2877, 12.5415, 27.3678)
C (20.6291, 12.2565, 31.0814)
H (23.9858, 13.5067, 21.3092)
H (22.3113, 13.1954, 20.8938)
H (23.4843, 11.8283, 21.1963)
H (24.0736, 14.2839, 23.4433)
H (23.3617, 14.4210, 25.7211)
H (20.6872, 11.1309, 24.8787)
H (21.4316, 11.1827, 22.6347)
H (23.6657, 12.7739, 27.8021)
H (22.9018, 12.6710, 30.1803)
H (19.0010, 12.3136, 29.1508)
H (19.5112, 12.4706, 26.6080)
H (21.4298, 12.7456, 31.6612)
H (20.6535, 11.1911, 31.3355)
H (19.7460, 12.7937, 31.3817)
C (20.0931, 16.6061, 26.6147)
F (20.6767, 17.7039, 26.0916)
F (18.7905, 16.8213, 26.5786)
F (20.3717, 15.5964, 25.7335)
S (20.7886, 16.3016, 28.2749)
O (20.9085, 17.6751, 28.7626)
O (19.7662, 15.4646, 28.9263)
O (22.0015, 15.6171, 27.8955)
C (23.4876, 26.0311, 15.2860)
F (23.4817, 27.1830, 14.6191)
F (22.2782, 25.9351, 15.8916)
F (23.5525, 25.0107, 14.4530)
S (24.7654, 26.1516, 16.6291)
O (24.2467, 27.2941, 17.3305)
O (24.5816, 24.9292, 17.4072)
O (26.0287, 26.2157, 15.9042)
C (24.2410, 26.3634, 25.7859)
F (25.0258, 25.8234, 26.7520)
F (24.2201, 27.6648, 25.9661)
F (24.8862, 26.0864, 24.5959)
S (22.5680, 25.6394, 25.7084)
O (21.9642, 26.0752, 24.4876)
O (22.8168, 24.1899, 25.7378)
O (22.0075, 26.1407, 26.9156)
C (29.0969, 19.4870, 22.0631)
F (29.6912, 20.6901, 22.1926)
F (29.8681, 18.7686, 21.2243)
F (29.1583, 18.9299, 23.2424)
S (27.4104, 19.7493, 21.4913)
O (26.8383, 20.4006, 22.6556)
O (27.6107, 20.5931, 20.3306)
O (26.9681, 18.3806, 21.2153)
C (20.9042, 16.0521, 19.0735)
F (21.2720, 14.9304, 18.4940)
F (21.7956, 16.9672, 18.6761)
F (19.6652, 16.4008, 18.6141)
S (20.8735, 16.0297, 20.8923)
O (20.0416, 14.8652, 21.1646)
O (22.2406, 15.9292, 21.2867)
O (20.2222, 17.2898, 21.2563)
C (19.3052, 24.5646, 19.7000)
F (18.9504, 23.3634, 20.2347)
F (20.5050, 24.4761, 19.1400)
F (18.4552, 24.8544, 18.7003)
S (19.2071, 25.9620, 20.9509)
O (20.0434, 25.4541, 22.0700)
O (19.8425, 27.0183, 20.2675)
O (17.7745, 26.0433, 21.2082)
C (17.7415, 20.8010, 26.0198)
F (18.6917, 20.2343, 26.7360)
F (16.8000, 19.8795, 25.8764)
F (17.1767, 21.7116, 26.7892)
S (18.2783, 21.3516, 24.3939)
O (18.9628, 20.2568, 23.7636)
O (16.9795, 21.6547, 23.8248)
O (19.0985, 22.5051, 24.6526)
C (27.0510, 16.0121, 24.6258)
F (26.4184, 15.1716, 23.8612)
F (27.7614, 15.2577, 25.4399)
F (27.9598, 16.5863, 23.8732)
S (25.9399, 17.1457, 25.5782)
O (25.4441, 18.1216, 24.6284)
O (24.8873, 16.2265, 25.9861)
O (26.8074, 17.7060, 26.5569)

The calculation puts the HOMO-LUMO gap at 6.08 eV. As for the charge: +6. The largest force on an atom is 4.3 eV Å⁻¹.